Formula: C11H25Br9N2O2
Source: OMol25
Level of theory: wB97M-V/def2-TZVPD

```
! RIJCOSX wB97M-V def2-TZVPD def2/J DEFGRID3
* xyz 0 1
C 0.62089 -2.76335 7.09574
Br 2.37258 -3.42846 6.39671
Br 0.06531 -3.69094 8.79090
Br -0.70677 -3.05149 5.63399
H 0.70900 -1.69756 7.30654
C 7.75206 -6.64929 4.20943
Br 7.52777 -5.22650 2.91657
Br 6.22270 -7.88959 4.27049
Br 8.08683 -5.78387 5.96975
H 8.63996 -7.18878 3.87976
C 4.20635 -0.88165 1.87800
Br 5.32700 0.25762 0.80387
Br 3.47043 -2.44515 0.84987
Br 2.73892 0.16983 2.70931
H 4.78640 -1.36146 2.66632
C -1.86287 -0.91602 -4.69851
C -1.09538 -2.19191 -4.74787
C -1.82719 -3.43184 -4.15654
O -2.24564 -3.16484 -2.81905
C -1.20566 -3.22732 -1.84656
N -0.78244 -2.37944 -6.15643
H -1.33675 -0.12978 -5.23992
H -2.05181 -0.60772 -3.67023
H -2.84609 -1.14235 -5.11099
H -0.13174 -2.04762 -4.25932
H -1.28546 -4.37075 -4.27089
H -2.77511 -3.58170 -4.67336
H -0.64277 -4.14343 -2.02536
H -1.71818 -3.30117 -0.88741
H -0.63957 -2.30557 -1.71224
H -0.62731 -1.44971 -6.51923
H 0.10327 -2.85242 -6.26555
C -1.01251 3.64651 -0.29814
C -1.99840 4.81076 -0.48364
C -2.40599 5.62236 0.69166
O -3.24201 6.73521 0.40396
C -3.95759 7.18996 1.55234
N -1.21203 5.67906 -1.33031
H -0.11143 3.93385 0.24369
H -0.68981 3.10457 -1.18712
H -1.54654 2.92107 0.31557
H -2.87984 4.46345 -1.02265
H -1.51660 5.94864 1.23078
H -2.81498 4.91904 1.41702
H -4.52707 8.08470 1.30087
H -3.23722 7.35871 2.35277
H -4.61308 6.41405 1.94783
H -1.66120 6.56662 -1.15542
H -1.42248 5.47567 -2.29698
*
```

Results
- E_HOMO (eV) = -9.2
- max |F| (hartree/bohr) = 0.05046
- gap between HOMO and LUMO (eV) = 8.6